(1)
Below is C55H43Cl5IrN5OSTe2 as an isolated structure, with properties calculated with the ωB97M-V functional and the def2-TZVPD basis.

Calculated values
Energy (Eh): -5809.67908
Energy above the lowest of the compared OMol25 structures with the same formula, charge and spin (kJ/mol): 0.00
Highest occupied orbital energy (spin up / spin down) (eV): -12.790 / -12.713
Total charge: +2
Spin multiplicity: 5
HOMO-LUMO gap (spin up / spin down) (eV): 7.377 / 5.339

```
113
Properties=species:S:1:pos:R:3:forces:R:3
Ir -1.62663 -1.56362 0.80043 -0.8377 0.2054 0.3333
S -1.07148 -8.63872 -1.66086 0.0246 -0.3645 -0.1206
N -2.19888 -7.94512 -0.75150 -0.0131 -0.0836 -0.0063
C -1.83968 -6.68439 -0.60518 0.2196 0.2927 -0.0059
C -2.54687 -5.69006 0.17785 0.0167 -0.0058 0.0231
C -3.72951 -5.94976 0.87461 0.0130 -0.0555 -0.0260
C -4.28549 -4.94137 1.62547 -0.0272 -0.1202 0.0114
C -3.65481 -3.70447 1.68332 0.0520 0.0886 0.1150
N -2.54165 -3.43120 1.00721 0.1202 -0.3643 -0.3026
C -1.99357 -4.41465 0.24461 -0.0812 0.0730 0.0965
C -0.80369 -4.06475 -0.51924 0.1148 0.1046 0.0070
N -0.42433 -2.76567 -0.48909 0.2492 -0.1308 -0.0312
C 0.64473 -2.39265 -1.18701 -0.1240 0.1393 -0.0335
C 1.40647 -3.28942 -1.92715 0.0735 -0.0149 -0.0822
C 1.03792 -4.61446 -1.96065 -0.0231 -0.0877 0.0111
C -0.09948 -5.01575 -1.25525 -0.0140 0.0220 -0.0608
C -0.62601 -6.36477 -1.27381 -0.2395 0.1694 0.1767
N -0.09126 -7.39038 -1.90844 0.0109 -0.0636 -0.0575
H -4.17373 -6.93561 0.81057 -0.0115 0.0502 0.0317
H -5.20099 -5.09166 2.18042 0.0384 -0.0012 0.0110
H -4.05142 -2.91435 2.30409 -0.0016 0.0607 -0.0621
H 0.89003 -1.33705 -1.16323 -0.0047 -0.0418 0.0581
H 2.26945 -2.92800 -2.47143 -0.0310 -0.0036 0.0364
H 1.59501 -5.35155 -2.52602 -0.0150 0.0393 0.0014
Cl -4.35622 -0.71600 -0.30055 0.0225 -0.0358 -0.0826
C -4.19342 -0.27642 1.38153 0.0942 -0.0083 0.1039
C -3.02489 -0.69360 2.00201 0.2026 0.2384 0.0602
C -2.88263 -0.35900 3.34328 -0.1602 -0.0192 -0.1052
Cl -1.45379 -0.88284 4.17532 0.1209 -0.0111 -0.0728
C -3.84042 0.38653 4.02944 0.0809 -0.0665 -0.0192
Cl -3.60859 0.79246 5.67637 -0.0001 0.0338 0.0065
C -4.98939 0.80829 3.35752 -0.0162 0.0506 0.0395
Cl -6.16594 1.74753 4.17173 -0.0042 0.0128 0.0016
C -5.17800 0.46369 2.02027 -0.0399 -0.0355 -0.1024
Cl -6.58513 0.95596 1.17504 0.0042 0.0354 -0.0128
C 6.47440 0.17467 5.74250 -0.0225 -0.0366 -0.0392
C 5.28260 0.14435 4.82813 0.0376 0.0273 0.0184
C 4.99334 1.21786 3.99117 -0.0195 0.0506 -0.0211
C 3.89075 1.22070 3.14671 0.0919 -0.0079 0.0087
C 3.62716 2.44881 2.31291 0.0005 -0.1288 0.0248
C 3.07695 0.07563 3.12340 -0.3825 0.2878 -0.1042
Te 1.38812 -0.07566 1.82071 0.9261 -0.2650 0.1507
N -0.85931 0.20879 0.56734 -0.0092 0.6169 0.1521
C -1.56618 1.32026 0.26683 -0.3000 -0.0604 -0.2801
O -1.92698 1.54336 -0.90906 0.1747 0.2103 0.0910
C -1.98970 2.33995 1.28259 -0.0271 -0.1338 0.0217
C -1.38895 2.51666 2.52750 0.0745 -0.1316 -0.0535
C -1.86996 3.46580 3.41526 -0.0154 -0.0059 0.0067
C -2.96786 4.24320 3.07189 -0.0074 0.0070 0.0327
C -3.57021 4.08187 1.83106 -0.0327 -0.0434 -0.0440
C -3.08594 3.13701 0.94097 0.0180 -0.0101 -0.0148
C 2.48627 0.32736 0.04541 0.0503 -0.0892 -0.0673
C 3.43493 -0.64304 -0.32886 -0.0606 -0.0982 0.1347
C 3.72637 -1.87302 0.49917 0.0140 0.1558 -0.0571
C 4.15417 -0.45382 -1.50258 -0.0113 -0.0134 -0.0113
C 3.97512 0.66858 -2.30244 0.0270 0.0093 -0.0587
C 4.77694 0.86887 -3.55984 -0.0239 -0.0017 0.0559
C 3.04630 1.61707 -1.89518 0.0554 0.0175 0.0045
C 2.29281 1.47598 -0.73301 -0.0423 0.0428 0.0798
C 1.36497 2.60669 -0.37443 0.0126 -0.0587 -0.0814
C 3.31560 -1.00753 3.98865 -0.0872 -0.1222 -0.0418
C 2.46005 -2.25441 4.01589 0.1139 0.1277 -0.0012
C 4.42885 -0.95388 4.81310 0.0071 -0.0543 0.0305
H 6.92769 1.16388 5.77154 -0.0028 -0.0232 0.0042
H 7.23157 -0.53674 5.40461 -0.0186 0.0262 0.0052
H 6.19400 -0.10957 6.75763 -0.0001 0.0131 -0.0275
H 5.63499 2.09297 4.01256 -0.0369 -0.0416 0.0212
H 4.16421 3.30376 2.72018 -0.0285 -0.0119 0.0092
H 2.56501 2.70221 2.29283 0.0250 0.0142 -0.0032
H 3.96493 2.30551 1.28458 -0.0188 0.0025 -0.0004
H -0.53174 1.92370 2.81421 0.0541 -0.1264 0.0130
H -1.39110 3.59616 4.37733 -0.0095 -0.0158 -0.0229
H -3.35457 4.97202 3.77394 0.0298 -0.0128 -0.0471
H -4.42107 4.69180 1.55426 0.0098 -0.0351 0.0318
H -3.55591 2.99493 -0.02478 0.0070 0.0385 0.0359
H 2.81223 -2.36336 0.84415 -0.0114 -0.0460 -0.0062
H 4.31092 -1.61037 1.38281 -0.0032 -0.0111 0.0128
H 4.30211 -2.59652 -0.07617 -0.0337 0.0007 -0.0146
H 4.88746 -1.20067 -1.79036 -0.0222 0.0344 0.0144
H 5.47632 0.05052 -3.72286 -0.0130 0.0186 0.0057
H 5.34638 1.79820 -3.50721 -0.0001 -0.0166 -0.0024
H 4.12316 0.93564 -4.43147 0.0280 -0.0402 0.0299
H 2.92000 2.52157 -2.48585 0.0186 -0.0348 0.0519
H 1.88155 3.56216 -0.47547 0.0107 -0.0239 0.0221
H 0.99724 2.53918 0.64526 -0.0958 0.0061 0.0957
H 0.50301 2.63326 -1.04437 -0.0378 -0.0083 0.0246
H 1.41475 -2.05241 3.78175 -0.0492 -0.0444 0.0445
H 2.49514 -2.71756 5.00078 0.0062 0.0185 -0.0135
H 2.83081 -2.98876 3.29499 -0.0434 0.0136 -0.0002
H 4.63065 -1.79400 5.47090 -0.0101 0.0508 -0.0125
Te -1.87579 0.56560 -3.22929 -0.0260 0.1208 -0.2736
C -0.59534 1.11998 -4.82241 -0.0706 -0.0900 0.1744
C -1.10297 1.09975 -6.11715 -0.0208 0.0314 0.0029
C -0.27437 1.46233 -7.16950 -0.0125 -0.0080 -0.0101
C 1.03676 1.85108 -6.92407 0.0071 0.0070 -0.0062
C 1.53141 1.87011 -5.62683 -0.0351 0.0068 -0.0324
C 0.71763 1.49596 -4.56579 -0.0216 -0.0470 0.0796
C -3.07125 2.27261 -3.36952 0.0464 -0.1398 -0.0446
C -2.49560 3.49807 -3.68464 0.0617 0.0072 -0.0371
C -3.29712 4.62794 -3.71648 -0.0359 0.0529 0.0082
C -4.65856 4.52738 -3.45175 0.0404 -0.0513 0.0206
C -5.22395 3.29652 -3.14229 -0.0029 0.0476 -0.0234
C -4.42989 2.16077 -3.09479 -0.0148 -0.1060 0.0485
H -2.13102 0.81322 -6.30983 0.0503 0.0192 -0.0130
H -0.65818 1.44433 -8.18159 0.0207 0.0140 0.0290
H 1.67352 2.14391 -7.74951 -0.0210 -0.0159 0.0344
H 2.55082 2.18134 -5.43901 -0.0245 0.0219 -0.0212
H 1.10365 1.50584 -3.55136 -0.0460 -0.0060 -0.1049
H -1.43722 3.57491 -3.90569 -0.0427 0.0074 0.0044
H -2.85910 5.59034 -3.94962 -0.0168 -0.0404 -0.0148
H -5.28230 5.41072 -3.49209 0.0161 -0.0082 0.0080
H -6.28502 3.22041 -2.94518 0.0098 -0.0123 0.0022
H -4.87219 1.20010 -2.85487 0.0085 0.0496 0.0200
```
Positions in Å, forces in eV/Å.

=====

(2)
Below is C55H44AlN6P as an isolated structure in a non-equilibrium geometry, with properties calculated with the ωB97M-V functional and the def2-TZVPD basis.

Calculated values
Energy (Eh): -3034.69098
Energy above the lowest of the compared OMol25 structures with the same formula, charge and spin (kJ/mol): 14.88
Highest occupied orbital energy (eV): -6.079
Spin multiplicity: 1
HOMO-LUMO gap (eV): 6.685

```
107
Properties=species:S:1:pos:R:3:forces:R:3
Al -0.23103 -0.00440 -0.09128 -0.7518 0.5154 0.4489
C -4.19521 -3.20236 -0.12177 0.0165 -0.0549 -0.1033
N -2.78620 -2.91164 0.04403 -0.2742 -0.0092 0.1661
C -2.18109 -1.82668 -0.48701 0.1780 0.0253 -0.2104
N -0.90139 -1.79853 -0.03873 0.4532 -0.1805 -0.1596
C -0.64719 -3.04182 0.57917 -0.0531 0.2503 0.3752
C -1.83773 -3.68901 0.69228 -0.0295 -0.1775 -0.0064
C -2.21078 -4.95248 1.35579 -0.0440 0.0602 -0.0071
C -2.02912 -5.09340 2.73001 -0.0064 0.0217 -0.0116
C -2.37009 -6.27740 3.36411 -0.0050 -0.0197 -0.0146
C -2.90278 -7.33077 2.63225 0.0191 0.0164 0.0010
C -3.09004 -7.19689 1.26370 0.0051 0.0105 -0.0022
C -2.74810 -6.01185 0.62846 0.0177 -0.0306 0.0022
C 0.69901 -3.56330 0.89176 -0.0790 -0.0416 -0.0660
C 1.82132 -2.74458 0.89159 -0.0645 0.0170 -0.1042
C 3.08759 -3.24836 1.14422 0.0150 -0.0098 -0.0254
C 3.26356 -4.59787 1.39764 0.0211 0.0145 0.0027
C 2.16032 -5.43783 1.36836 -0.0281 -0.0158 0.0110
C 0.89874 -4.93247 1.10671 -0.0326 0.0042 0.0059
P -3.00932 -0.89977 -1.76370 -0.0885 0.1498 -0.0850
C -1.56984 -0.10731 -2.48132 0.0800 -0.2353 -0.1880
N -0.33089 0.09171 -1.99081 0.2614 -0.2182 0.2872
C 0.49560 0.51032 -3.02293 0.1840 0.4136 0.2122
C -0.26538 0.66712 -4.13484 -0.0862 -0.1285 -0.1635
N -1.55639 0.28394 -3.78154 -0.0919 0.1337 -0.0412
C -2.70686 0.21169 -4.65928 0.0333 -0.0585 -0.0087
C 0.08422 1.05978 -5.51103 -0.0695 -0.0263 0.0091
C 1.00732 0.31231 -6.23808 0.0387 0.0017 0.0008
C 1.31874 0.66133 -7.54329 0.0027 0.0226 -0.0105
C 0.70624 1.75585 -8.13858 -0.0015 -0.0117 0.0270
C -0.21138 2.50874 -7.41867 0.0042 -0.0139 0.0163
C -0.52015 2.16277 -6.11154 0.0276 0.0290 0.0076
C 1.92562 0.77857 -2.79308 0.0013 -0.0749 -0.0483
C 2.62296 1.73319 -3.53559 -0.0701 0.0972 0.0669
C 3.96638 1.97101 -3.29365 0.0029 0.0105 0.0025
C 4.64138 1.26400 -2.30696 0.0004 0.0065 -0.0344
C 3.95967 0.31375 -1.56304 0.0062 -0.0166 -0.0095
C 2.61732 0.07430 -1.80809 -0.0044 -0.1261 -0.1347
C -2.85547 1.61211 0.27696 0.2472 -0.0166 0.0525
N -1.52001 1.32921 0.43580 0.3135 -0.1914 0.0969
C -0.91103 2.30204 1.23408 0.1873 -0.2670 -0.0931
C -1.84721 3.19782 1.60482 -0.2585 0.1044 0.0352
N -3.03107 2.74158 1.00775 0.0327 0.1037 0.0124
C -4.31274 3.40831 1.09920 -0.0040 0.0254 0.0471
C -1.76772 4.40202 2.45086 -0.0599 -0.0213 -0.0984
C -2.56301 4.52421 3.59020 0.0026 0.0418 0.0135
C -2.52144 5.67602 4.36214 0.0005 -0.0203 -0.0273
C -1.67770 6.72076 4.00904 -0.0017 -0.0240 0.0156
C -0.86311 6.59805 2.89248 0.0059 -0.0045 -0.0037
C -0.90956 5.44838 2.11780 0.0187 -0.0220 0.0054
C 0.51376 2.14628 1.59986 -0.0744 -0.0187 -0.0211
C 0.93953 2.70710 2.89494 -0.0888 -0.0597 -0.0357
C 2.18656 3.12768 3.14119 0.0800 0.0134 -0.0942
C 3.17915 3.20367 2.08300 -0.0652 0.0225 0.1215
C 2.88962 2.79453 0.84206 -0.0398 -0.0166 -0.0270
C 1.62372 2.12224 0.51881 -0.0542 0.0122 0.0162
H -4.76575 -2.28027 -0.02497 0.0097 0.0158 0.0380
H -4.50943 -3.90579 0.64369 0.0031 0.0002 0.0122
H -4.39120 -3.62518 -1.11000 0.0129 -0.0113 -0.0079
H -1.60493 -4.26925 3.29006 -0.0066 -0.0040 0.0075
H -2.21964 -6.37918 4.43084 -0.0041 0.0026 0.0041
H -3.17017 -8.25517 3.12718 0.0061 -0.0029 0.0037
H -3.49428 -8.01949 0.68837 -0.0154 0.0060 -0.0017
H -2.87805 -5.91165 -0.44251 -0.0008 -0.0018 -0.0008
H 1.71043 -1.69093 0.70157 0.0362 0.0418 -0.0437
H 3.93615 -2.57858 1.15148 -0.0077 0.0299 -0.0091
H 4.24959 -4.99341 1.60364 0.0028 -0.0005 -0.0059
H 2.28222 -6.49998 1.53867 -0.0117 -0.0051 -0.0090
H 0.06688 -5.61708 1.04894 0.0142 -0.0218 0.0221
H -2.37232 0.16458 -5.69198 0.0051 0.0011 0.0001
H -3.35481 1.07791 -4.52652 -0.0036 0.0137 0.0113
H -3.27196 -0.68873 -4.41679 0.0091 -0.0208 -0.0181
H 1.48242 -0.54143 -5.77102 -0.0219 -0.0112 -0.0017
H 2.03558 0.07213 -8.10019 0.0042 0.0004 0.0029
H 0.94243 2.01992 -9.16096 0.0098 0.0120 0.0012
H -0.68473 3.36935 -7.87286 -0.0033 -0.0008 -0.0053
H -1.22407 2.75849 -5.54260 -0.0145 -0.0073 -0.0104
H 2.10449 2.31075 -4.28908 -0.0061 -0.0052 -0.0175
H 4.48669 2.72223 -3.87369 0.0039 -0.0028 -0.0084
H 5.69156 1.45015 -2.12411 0.0020 0.0134 0.0105
H 4.47433 -0.25337 -0.79732 -0.0183 -0.0013 -0.0070
H 2.11419 -0.70306 -1.24889 -0.0181 -0.0765 0.0133
H -4.17827 4.48970 1.10010 -0.0086 -0.0018 -0.0192
H -4.85069 3.12459 2.00604 0.0101 0.0155 0.0113
H -4.90062 3.11058 0.23623 -0.0107 -0.0155 -0.0016
H -3.20678 3.70132 3.87673 -0.0250 0.0173 -0.0148
H -3.14724 5.75721 5.24182 -0.0001 0.0005 0.0023
H -1.65429 7.62460 4.60419 0.0175 -0.0063 0.0073
H -0.19631 7.40554 2.61791 0.0096 -0.0090 -0.0020
H -0.27627 5.34718 1.24505 -0.0129 0.0230 -0.0184
H 0.17878 2.79065 3.66115 -0.0125 -0.0224 0.0294
H 2.44000 3.50949 4.12218 -0.0057 -0.0022 0.0002
H 4.12947 3.67901 2.29342 -0.0036 0.0111 -0.0083
H 3.57243 2.99186 0.02270 -0.0074 -0.0362 0.0103
H 1.29715 2.27361 -0.50742 -0.0159 0.0529 0.0156
C 1.12925 0.81678 1.13432 0.1061 -0.1662 -0.1295
C 1.86541 0.08454 2.20693 0.0813 0.1034 -0.1073
C 1.11440 -0.53051 3.21387 0.0254 0.0641 0.0096
C 1.72801 -1.20136 4.25574 0.0316 0.0076 -0.0211
C 3.11665 -1.28316 4.30972 -0.0395 0.0297 0.0349
C 3.86966 -0.70233 3.30418 -0.0055 0.0141 -0.0179
C 3.24822 -0.02583 2.25894 0.0584 -0.0368 -0.0272
H 0.03082 -0.46494 3.16999 0.0028 0.0248 0.0369
H 1.12641 -1.65343 5.03458 0.0018 -0.0237 -0.0097
H 3.60319 -1.78542 5.13591 -0.0070 -0.0473 -0.0228
H 4.95066 -0.77300 3.33000 0.0052 0.0155 0.0025
H 3.84707 0.42671 1.47851 -0.0127 0.0124 0.0351
```
Positions in Å, forces in eV/Å.